ORCA calculation (wB97M-V/def2-TZVPD) on C34H34GeInN6O6S2 as an isolated structure.

Atoms and positions in Å:
In: 0.15614 -0.24491 -0.13016
N: 2.41463 2.28635 -7.67284
C: 1.74532 2.22446 -6.44258
C: 2.40381 1.75768 -5.30547
C: 1.75942 1.73249 -4.08152
C: 0.44580 2.17219 -3.99127
C: -0.21981 2.64479 -5.11093
C: 0.43026 2.67692 -6.33186
S: -0.36032 2.14441 -2.42055
O: -1.57427 2.91283 -2.54152
O: 0.60646 2.55422 -1.43152
N: -0.64054 0.58154 -2.07471
C: -1.35725 -0.20457 -2.93684
N: -1.40834 -1.50883 -2.61408
C: -2.09229 -2.29842 -3.41566
C: -2.73268 -1.84421 -4.56149
C: -2.59928 -0.49182 -4.81463
N: -1.93262 0.33370 -4.02225
H: 3.17297 1.62715 -7.75586
H: 1.80372 2.24274 -8.47358
H: 3.42749 1.40911 -5.38253
H: 2.26411 1.35698 -3.20115
H: -1.24444 2.97486 -5.00847
H: -0.08304 3.05022 -7.21118
H: -2.12923 -3.34678 -3.13140
H: -3.28930 -2.50257 -5.21197
H: -3.05251 -0.04081 -5.69340
O: -0.80054 1.48210 0.97707
N: -2.01248 1.80456 0.56241
C: -2.30744 3.11540 0.45999
C: -3.55149 3.53224 0.07897
C: -4.50695 2.56808 -0.23845
C: -4.17925 1.23663 -0.16445
C: -2.90406 0.81950 0.24731
S: -2.42503 -0.82389 0.33852
H: -1.47298 3.76059 0.68786
H: -3.75395 4.58930 -0.00510
H: -5.49620 2.86396 -0.56271
H: -4.88712 0.46497 -0.42969
C: 3.60103 -1.05915 1.23691
Ge: 1.84701 -0.41078 1.85390
C: 2.22647 1.37213 2.61671
C: 1.71440 1.79785 3.84226
C: 1.98095 3.07230 4.32821
C: 2.76503 3.95028 3.59284
C: 3.27993 3.54442 2.36870
C: 3.01016 2.26936 1.88950
C: 1.39287 -1.56708 3.39689
C: 2.31645 -2.48868 3.81836
C: 2.05519 -3.37442 4.89034
C: 0.85875 -3.33354 5.54030
C: -0.13354 -2.40085 5.14786
C: -1.38944 -2.34544 5.80063
C: -2.34702 -1.45545 5.40572
C: -2.08778 -0.57199 4.33707
C: -0.88110 -0.59675 3.69659
C: 0.13418 -1.51272 4.07377
H: 4.34134 -0.98177 2.03512
H: 3.93419 -0.46616 0.38711
H: 3.52798 -2.09725 0.90884
H: 1.10265 1.12779 4.43616
H: 1.57127 3.37985 5.28345
H: 2.96990 4.94552 3.96880
H: 3.88516 4.22383 1.78047
H: 3.40368 1.97829 0.92119
H: 3.27419 -2.56210 3.31871
H: 2.81414 -4.08893 5.18711
H: 0.64572 -4.00966 6.36114
H: -1.57719 -3.03021 6.62080
H: -3.30611 -1.42768 5.90885
H: -2.85099 0.12324 4.00991
H: -0.70637 0.09030 2.87616
C: -0.98916 -4.45653 -0.65581
C: -0.32984 -4.39655 0.70913
O: -0.42481 -3.11014 1.28978
H: -0.84492 -5.44146 -1.10687
H: -0.56314 -3.69081 -1.30551
H: -2.06491 -4.27733 -0.56470
H: 0.73817 -4.59950 0.62900
H: -0.76245 -5.15180 1.37779
H: -1.34944 -2.84547 1.36748
O: 2.22510 -0.24204 -1.57466
N: 2.19057 -1.47108 -1.74914
O: 1.18508 -2.02500 -1.23918

Energy ... -140396.72328 eV
LUMO ... 0.0939 Ha
HOMO energy ... -0.181 hartree
Relative energy (zero: lowest compared OMol25 entry of this formula, charge and spin) ... 31.7 kJ/mol
Total charge ... -1
Maximum force ... 0.2 eV/Å

Löwdin population analysis, charges in e, atoms 1 to 6: In 0.63; N 0.08; C -0.33; C -0.03; C -0.04; C -0.29

***

ORCA calculation (wB97M-V/def2-TZVPD) on C3H10N2 in the gas phase at a distorted geometry.

Atoms and positions in Å:
C: -1.18900 -0.06220 -1.53494
N: -1.44697 -0.14803 -0.07763
C: -0.31514 0.31480 0.73149
C: 0.99635 -0.27167 0.21726
N: 1.96472 -0.58227 1.31155
H: -1.22574 -1.02682 -2.03817
H: -0.29287 0.47451 -1.84473
H: -1.99407 0.53442 -1.97938
H: -2.16885 0.54848 0.05510
H: -0.30542 1.40691 0.77143
H: -0.49206 -0.04870 1.73491
H: 0.75925 -1.25309 -0.18912
H: 1.41635 0.35452 -0.56217
H: 1.52639 -0.27620 2.17565
H: 2.76704 0.03536 1.22876

Energy ... -6252.42156 eV
LUMO ... 0.0388 Ha
HOMO energy ... -0.332 hartree
SMILES string ... CNCCN
Relative energy (zero: lowest compared OMol25 entry of this formula, charge and spin) ... 97.1 kJ/mol
Maximum force ... 1.3 eV/Å

natural (NBO) population analysis, charges in e, atoms 1 to 6: C -0.43; N -0.61; C -0.23; C -0.24; N -0.82; H 0.20

***

ORCA calculation (wB97M-V/def2-TZVPD) on a 9-piece molecular cluster, C25H56Cl2N7O9 overall at a distorted geometry.

Atoms and positions in Å:
C: 0.00329 1.02996 1.77647
C: -1.43470 0.63783 1.79315
O: -1.76675 -0.48821 2.16486
O: -2.23502 1.51655 1.41264
H: 0.39382 1.36625 0.81600
H: 0.75263 0.33366 2.15294
H: 0.03219 1.90771 2.42209
C: 5.18639 2.73725 -6.52556
C: 3.85257 1.97167 -6.56870
O: 3.27491 1.69904 -7.62162
N: 3.41035 1.55148 -5.38061
C: 2.23955 0.72461 -5.08799
H: 5.66905 2.41904 -7.44961
H: 5.77123 2.65872 -5.60910
H: 4.89654 3.75694 -6.77917
H: 4.00104 1.85727 -4.62057
H: 1.49524 0.56719 -5.86858
H: 1.75756 1.07444 -4.17508
H: 2.56186 -0.26503 -4.76424
C: 4.07838 -2.74157 -0.62902
C: 5.05628 -3.32450 -1.66637
O: 5.25858 -4.56020 -1.68457
N: 5.81701 -2.47584 -2.40608
C: 6.79846 -2.87901 -3.42375
H: 3.15166 -3.31538 -0.62314
H: 3.90355 -1.70905 -0.93140
H: 4.52409 -2.72953 0.36561
H: 5.69609 -1.48900 -2.22829
H: 6.87106 -2.11273 -4.19553
H: 6.47391 -3.79446 -3.91845
H: 7.80595 -3.10631 -3.07533
C: -3.93833 -8.33393 -2.72239
C: -2.70284 -7.64172 -2.19879
O: -1.62736 -8.30178 -2.15133
N: -2.83967 -6.35893 -1.78023
C: -1.72213 -5.50690 -1.46298
H: -4.00179 -8.24593 -3.80697
H: -4.86861 -7.87731 -2.38446
H: -3.97682 -9.35080 -2.33176
H: -3.77415 -6.07950 -1.51800
H: -1.73985 -4.60259 -2.07127
H: -0.78332 -6.01260 -1.68883
H: -1.64675 -5.29455 -0.39653
C: 4.65545 4.63961 -0.41492
C: 5.00095 3.19952 -0.02590
O: 5.20280 2.30953 -0.87323
N: 4.90381 2.80911 1.25879
C: 4.59128 3.67876 2.38881
H: 4.94633 5.36818 0.34183
H: 3.56700 4.66120 -0.46888
H: 5.09137 4.86609 -1.38795
H: 5.10030 1.83804 1.45502
H: 4.25628 2.98744 3.16209
H: 3.86398 4.47883 2.25086
H: 5.56141 3.99233 2.77433
C: -2.33745 -5.91785 3.89824
C: -0.91745 -5.68324 4.27672
O: -0.29304 -6.69280 4.62218
N: -0.45136 -4.41612 4.32894
C: 0.99768 -4.22336 4.71002
H: -2.90766 -6.09002 4.81111
H: -2.62908 -6.72214 3.22284
H: -2.81359 -5.01051 3.52657
H: -1.03536 -3.64194 4.04664
H: 1.05529 -4.03307 5.78173
H: 1.32930 -3.34779 4.15189
H: 1.66419 -5.02325 4.38748
C: -4.48763 0.52498 -3.39066
C: -5.73616 1.36538 -3.26696
O: -6.32444 1.47569 -2.19542
N: -6.08896 1.97699 -4.37413
C: -7.09678 2.98728 -4.51511
H: -4.59120 0.11689 -4.39606
H: -4.48694 -0.28909 -2.66581
H: -3.57953 1.08338 -3.16342
H: -5.49462 1.80291 -5.17198
H: -7.99678 2.80070 -3.92920
H: -7.44176 3.13571 -5.53837
H: -6.81112 3.99771 -4.22264
C: -3.69124 4.16934 6.94778
C: -3.31862 2.77035 6.54481
O: -4.09992 1.95459 6.09308
N: -2.14988 2.36699 7.00510
C: -1.59248 1.09681 6.81416
H: -4.37818 4.19876 7.79354
H: -4.16198 4.72854 6.13920
H: -2.76031 4.62740 7.28190
H: -1.46624 3.03157 7.33837
H: -2.21097 0.19927 6.81574
H: -1.07598 0.84745 7.74107
H: -0.82443 0.99993 6.04682
Cl: -0.40134 7.67771 0.87635
C: -1.85265 6.75316 0.49708
C: -2.71946 6.67731 1.67946
Cl: -3.40297 8.29000 2.00710
H: -1.67320 5.79324 0.01286
H: -2.33756 7.31881 -0.29853
H: -2.27278 6.28871 2.59467
H: -3.55192 5.99272 1.51690

Energy ... -80738.67385 eV
LUMO ... 0.0647 Ha
HOMO energy ... -0.155 hartree
Relative energy (zero: lowest compared OMol25 entry of this formula, charge and spin) ... 380.4 kJ/mol
Total charge ... -1
Maximum force ... 3.8 eV/Å

Löwdin population analysis, charges in e, atoms 1 to 6: C -0.08; C -0.87; O -0.09; O -0.11; H 0.05; H 0.05

***

ORCA calculation (wB97M-V/def2-TZVPD) on a 5-piece molecular cluster, C32H53N3O14 overall.

Atoms and positions in Å:
C: 2.32185 -0.58484 1.94440
C: 3.14083 -0.09275 0.75001
O: 3.97633 -1.09762 0.16025
C: 3.41137 -2.28457 -0.20054
O: 4.01640 -3.30745 -0.00324
C: 2.07231 -2.24636 -0.89759
C: 2.20548 -1.91899 -2.39102
C: 2.27427 -0.43023 -2.73659
C: 1.14852 0.40630 -2.19211
C: 1.33703 1.81995 -2.07220
N: 0.42570 2.62873 -1.62584
C: -0.75018 2.04563 -1.24741
C: -1.78892 2.84156 -0.73360
C: -2.95632 2.27429 -0.32771
C: -3.16058 0.87888 -0.41899
C: -4.44635 0.23651 0.04678
N: -5.31368 -0.10388 -1.07882
C: -5.18078 -1.46126 -1.60454
C: -2.16530 0.09503 -0.93872
C: -0.94922 0.65336 -1.35915
N: 0.02754 -0.16447 -1.85536
H: 1.27093 -0.70080 1.68409
H: 2.72363 -1.50510 2.36248
H: 2.35785 0.16779 2.73271
H: 3.82592 0.68631 1.07250
H: 2.48577 0.35170 -0.00163
H: 1.39972 -1.56116 -0.39254
H: 1.64698 -3.24126 -0.78373
H: 1.38469 -2.38461 -2.93188
H: 3.12327 -2.37633 -2.76697
H: 2.22704 -0.34170 -3.82750
H: 3.23600 0.00537 -2.45746
H: 2.29088 2.24536 -2.36934
H: -1.63036 3.90969 -0.67062
H: -3.74608 2.89553 0.07383
H: -4.97020 0.90571 0.72784
H: -4.17008 -0.65804 0.62075
H: -6.26996 0.06621 -0.81070
H: -4.47791 -2.05944 -1.01956
H: -6.13867 -1.98044 -1.58269
H: -4.81989 -1.45350 -2.63400
H: -2.28243 -0.97899 -1.01313
C: -1.37402 0.61081 -5.80449
C: 0.03299 0.09719 -6.02682
O: 0.09067 -0.89072 -7.06472
C: 0.00316 -0.41917 -8.30729
O: -0.07880 0.73825 -8.62509
O: 0.03611 -1.45504 -9.14496
C: -0.10849 -1.10339 -10.52376
H: -2.05247 -0.22034 -5.60807
H: -1.39468 1.29080 -4.95187
H: -1.73920 1.14463 -6.68021
H: 0.37655 -0.40531 -5.12383
H: 0.72679 0.91026 -6.24347
H: 0.63135 -0.36097 -10.81401
H: -1.10965 -0.72009 -10.71345
H: 0.04699 -2.02031 -11.08381
C: -4.78505 1.38829 7.00693
C: -5.38008 1.00486 5.67119
O: -4.60462 1.52473 4.57682
C: -3.46537 0.88453 4.32528
O: -3.05853 -0.09758 4.88806
O: -2.84901 1.51874 3.32586
C: -1.57514 0.97223 2.97620
H: -4.66741 2.47168 7.06594
H: -5.42888 1.06123 7.82296
H: -3.80472 0.93474 7.14511
H: -6.36436 1.45238 5.54957
H: -5.48675 -0.07486 5.56908
H: -1.65818 -0.08978 2.75290
H: -0.85542 1.12381 3.77970
H: -1.25144 1.50507 2.08540
C: 6.08500 -5.23667 -1.24339
C: 7.56062 -4.99122 -1.46053
O: 8.37846 -6.07223 -0.97435
C: 8.40244 -7.15978 -1.73564
O: 7.84857 -7.30769 -2.79412
O: 9.16771 -8.07273 -1.13065
C: 9.23765 -9.32600 -1.81284
H: 5.88007 -5.43285 -0.19212
H: 5.51288 -4.36585 -1.54707
H: 5.74422 -6.09517 -1.82208
H: 7.88515 -4.12343 -0.88958
H: 7.79115 -4.80854 -2.51033
H: 9.55729 -9.19009 -2.84364
H: 8.26982 -9.82450 -1.79083
H: 9.96942 -9.92012 -1.27361
C: -1.12589 5.42854 5.66308
C: -2.45087 4.81229 6.05649
O: -3.06889 5.50106 7.15510
C: -3.63379 6.66822 6.85284
O: -3.69881 7.16639 5.75968
O: -4.13096 7.18941 7.97477
C: -4.72109 8.48208 7.81309
H: -0.45904 5.47776 6.52489
H: -0.65267 4.82886 4.88536
H: -1.26154 6.43962 5.28310
H: -2.30044 3.79406 6.41186
H: -3.13935 4.77074 5.21233
H: -5.48166 8.46660 7.03582
H: -3.95784 9.21843 7.56728
H: -5.17330 8.72599 8.76948

Energy ... -67179.97756 eV
LUMO ... -0.0138 Ha
HOMO energy ... -0.336 hartree
SMILES string ... CCOC(=O)CCCc1cnc2ccc(CNC)cc2n1.CCOC(=O)OC.CCOC(=O)OC.CCOC(=O)OC.CCOC(=O)OC
Maximum force ... 0.6 eV/Å

Löwdin population analysis, charges in e, atoms 1 to 6: C -0.05; C -0.21; O -0.01; C -0.48; O 0.12; C -0.09

***

- Look up the maximum force of the third one.
  3.8 eV/Å